1.
Formula: C3H4ClN3
Source: the Open Molecules 2025 dataset
Level of theory: the ωB97M-V functional and the def2-TZVPD basis

Atoms and positions in Å:
C (-0.16, -0.59, -0.45)
N (-0.06, 0.46, 0.44)
N (0.16, 1.55, -0.03)
C (0.24, 2.68, 0.86)
Cl (-1.27, 3.52, 0.32)
C (1.44, 3.34, 0.33)
N (2.40, 3.83, -0.05)
H (-0.93, -1.19, -0.16)
H (0.82, -1.11, -0.23)
H (-0.23, -0.37, -1.62)
H (0.24, 2.64, 1.88)

For the energy relative to the best compared isomer or geometry (same formula, charge and spin), the calculation gives 67.72 kcal per mole. The calculation puts the strongest force on any atom at 0.096 hartree/bohr. Its electronic energy is -20165.621 eV. For the HOMO energy, the calculation gives -10.011 eV. The gap between HOMO and LUMO comes out at 0.36776 hartree. The SMILES is C/N=N/[C@H](Cl)C#N. Its LUMO energy is 0.0 eV.

Here are the Löwdin charges for atoms 1 to 6, given in e: C -0.12; N -0.05; N -0.09; C -0.64; Cl 0.63; C -0.24



2.
Formula: C15H25BrN2OS
Source: the Open Molecules 2025 dataset
Level of theory: the ωB97M-V functional and the def2-TZVPD basis

Atoms and positions in Å:
C (-1.46, -3.02, 0.85)
O (-0.82, -1.74, 0.52)
C (-1.80, -0.64, 0.40)
Br (-3.41, -0.89, 1.62)
C (-2.42, -0.83, -1.14)
C (-1.29, -1.48, -2.18)
C (-1.59, -0.95, -3.72)
N (-1.08, 0.49, -3.95)
C (-1.11, 0.87, 0.62)
C (-2.40, 1.94, 0.56)
C (-0.51, 1.10, 2.14)
C (0.71, 0.13, 2.59)
C (2.09, 0.22, 1.72)
C (3.27, 1.25, 2.30)
C (4.74, 1.38, 1.51)
C (5.08, 0.52, 0.14)
C (3.91, -0.48, -0.45)
C (2.45, -0.61, 0.35)
N (-0.13, 1.17, -0.49)
S (0.71, 2.69, -0.31)
H (-2.42, -3.27, 0.21)
H (-0.67, -3.87, 0.55)
H (-1.63, -3.19, 2.02)
H (-3.34, -1.57, -1.02)
H (-2.74, 0.19, -1.63)
H (-0.19, -1.10, -1.93)
H (-1.37, -2.65, -2.19)
H (-2.75, -1.02, -3.99)
H (-0.94, -1.61, -4.47)
H (-1.72, 1.15, -3.41)
H (-0.16, 0.54, -3.45)
H (-2.11, 3.00, 0.16)
H (-2.77, 2.11, 1.69)
H (-3.32, 1.54, -0.02)
H (-0.21, 2.22, 2.38)
H (-1.42, 0.87, 2.88)
H (0.44, -1.02, 2.69)
H (1.01, 0.45, 3.71)
H (3.13, 1.88, 3.28)
H (5.60, 2.07, 1.92)
H (6.12, 0.58, -0.41)
H (4.13, -1.12, -1.42)
H (1.69, -1.36, -0.11)
H (-0.62, 1.26, -1.44)
H (1.34, 2.80, 0.94)

The calculation puts the strongest force on any atom at 0.094 hartree/bohr. Its electronic energy is -101852.525 eV. For the HOMO energy, the calculation gives -8.136 eV. The gap between HOMO and LUMO comes out at 0.30990 hartree. The SMILES is CO[C@](Br)(CCCN)[C@@](C)(CCc1ccccc1)NS. Its LUMO energy is 0.3 eV.

Here are the Löwdin charges for atoms 1 to 6, given in e: C -0.18; O -0.28; C -0.61; Br 0.73; C -0.18; C -0.18



3.
Formula: C18H44LiN2O6
Source: the Open Molecules 2025 dataset
Level of theory: the ωB97M-V functional and the def2-TZVPD basis

Atoms and positions in Å:
Li (1.72, -4.10, 0.59)
C (-1.03, -2.59, 0.80)
O (-0.20, -3.49, 0.15)
H (-1.60, -2.91, 1.67)
H (-0.38, -1.81, 1.21)
H (-1.77, -2.13, 0.14)
C (2.36, -0.80, -0.99)
C (1.05, -1.19, -1.66)
N (0.68, -0.65, -3.15)
C (1.52, -1.64, -3.97)
C (-0.78, -0.94, -3.44)
C (-1.74, -0.07, -2.66)
C (1.02, 0.87, -3.16)
C (0.71, 1.65, -4.46)
O (0.40, 0.71, -5.59)
C (-0.52, 1.27, -6.55)
H (3.21, -1.38, -1.36)
H (2.33, -1.18, 0.03)
H (2.52, 0.27, -1.01)
H (0.23, -0.72, -1.11)
H (0.83, -2.25, -1.76)
H (1.39, -1.38, -5.02)
H (1.10, -2.64, -3.88)
H (2.49, -1.37, -3.56)
H (-1.06, -1.96, -3.18)
H (-0.75, -0.74, -4.51)
H (-1.97, 0.88, -3.14)
H (-1.69, -0.01, -1.58)
H (-2.58, -0.73, -2.89)
H (2.07, 0.94, -2.89)
H (0.54, 1.37, -2.32)
H (1.51, 2.29, -4.82)
H (-0.18, 2.26, -4.32)
H (0.00, 2.20, -6.81)
H (-1.49, 1.60, -6.19)
H (-0.63, 0.56, -7.37)
C (-0.09, -0.62, 5.26)
C (-0.32, 0.07, 3.90)
N (0.30, 1.53, 3.82)
C (1.75, 1.50, 4.40)
C (0.48, 1.94, 2.32)
C (1.42, 1.12, 1.32)
C (-0.60, 2.49, 4.66)
C (-1.91, 3.04, 3.97)
O (-2.89, 2.04, 3.65)
C (-4.05, 2.65, 3.10)
H (-0.42, -0.04, 6.13)
H (0.91, -0.95, 5.52)
H (-0.58, -1.58, 5.40)
H (-1.33, -0.06, 3.52)
H (0.27, -0.53, 3.20)
H (2.50, 2.15, 3.94)
H (2.14, 0.53, 4.11)
H (1.51, 1.69, 5.45)
H (0.41, 3.03, 2.25)
H (-0.54, 1.75, 2.00)
H (1.04, 1.38, 0.34)
H (1.41, 0.04, 1.48)
H (2.46, 1.42, 1.45)
H (-0.05, 3.27, 5.19)
H (-1.03, 1.88, 5.46)
H (-1.75, 3.72, 3.13)
H (-2.44, 3.57, 4.77)
H (-4.40, 3.43, 3.78)
H (-4.81, 1.88, 3.16)
H (-4.00, 3.11, 2.11)
O (0.05, -5.20, -2.08)
C (1.36, -5.25, -2.19)
O (2.04, -5.04, -1.15)
O (1.89, -5.42, -3.31)
H (-0.02, -4.72, -1.26)

The calculation puts the strongest force on any atom at 0.070 hartree/bohr. Its electronic energy is -34841.069 eV. For the HOMO energy (alpha / beta), the calculation gives -2.630 / -6.892 eV. Its multiplicity is 2. The gap between HOMO and LUMO (alpha / beta) comes out at 0.09324 / 0.25292 hartree. Its LUMO energy (alpha / beta) is -0.1 / 0.0 eV.

Here are the Löwdin charges for atoms 1 to 6, given in e: Li 0.65; C -0.34; O -0.46; H 0.05; H 0.02; H 0.05



4.
Formula: C14H17N3O2S
Source: the Open Molecules 2025 dataset
Level of theory: the ωB97M-V functional and the def2-TZVPD basis

Atoms and positions in Å:
C (6.69, 0.56, -0.12)
C (5.32, 0.21, 0.46)
C (4.98, -1.25, 0.20)
C (4.26, 1.14, -0.15)
O (2.98, 0.95, 0.46)
C (2.06, 0.28, -0.24)
O (2.18, -0.14, -1.35)
N (0.93, 0.17, 0.55)
C (-0.23, -0.45, 0.20)
N (-0.47, -1.09, -0.88)
N (-1.69, -1.59, -0.94)
C (-2.43, -1.37, 0.08)
C (-3.85, -1.78, 0.22)
C (-4.72, -0.57, 0.04)
C (-5.35, 0.03, 1.12)
C (-6.12, 1.16, 0.94)
C (-6.27, 1.71, -0.32)
C (-5.64, 1.12, -1.40)
C (-4.87, -0.01, -1.22)
S (-1.61, -0.42, 1.32)
H (6.94, 1.60, 0.08)
H (7.45, -0.07, 0.32)
H (6.69, 0.41, -1.20)
H (5.33, 0.39, 1.54)
H (5.75, -1.90, 0.61)
H (4.03, -1.52, 0.65)
H (4.91, -1.44, -0.87)
H (4.53, 2.18, 0.01)
H (4.16, 0.94, -1.23)
H (0.98, 0.60, 1.46)
H (-4.01, -2.23, 1.21)
H (-4.06, -2.53, -0.55)
H (-5.23, -0.39, 2.11)
H (-6.61, 1.62, 1.79)
H (-6.87, 2.60, -0.46)
H (-5.75, 1.55, -2.39)
H (-4.37, -0.47, -2.06)

For the energy relative to the best compared isomer or geometry (same formula, charge and spin), the calculation gives 41.47 kcal per mole. The calculation puts the strongest force on any atom at 0.035 hartree/bohr. Its electronic energy is -34194.622 eV. For the HOMO energy, the calculation gives -8.993 eV. The gap between HOMO and LUMO comes out at 0.34473 hartree. The SMILES is CC(C)COC(=O)Nc1nnc(Cc2ccccc2)s1. Its LUMO energy is 0.4 eV.

Here are the Löwdin charges for atoms 1 to 6, given in e: C -0.08; C -0.40; C -0.06; C -0.15; O 0.01; C -0.55



5.
Formula: C2F2N4O4
Source: the Open Molecules 2025 dataset
Level of theory: the ωB97M-V functional and the def2-TZVPD basis

Atoms and positions in Å:
N (1.46, -2.11, -1.21)
C (1.11, -1.34, -0.46)
C (0.64, -0.46, 0.56)
N (0.33, -0.69, 1.75)
F (0.18, -1.94, 2.08)
N (0.81, 0.94, 0.23)
O (1.57, 1.11, -0.65)
O (0.10, 1.76, 0.83)
O (-1.30, 0.96, -1.79)
N (-1.84, 0.97, -0.73)
O (-2.26, 1.58, 0.09)
F (-1.95, -0.55, -0.35)

For the energy relative to the best compared isomer or geometry (same formula, charge and spin), the calculation gives 0.00 kcal per mole. The calculation puts the strongest force on any atom at 0.134 hartree/bohr. Its electronic energy is -21647.735 eV. For the HOMO energy, the calculation gives -12.329 eV. The gap between HOMO and LUMO comes out at 0.38456 hartree. The SMILES is N#C/C(=N\F)[N+](=O)[O-].O=[N+]([O-])F. Its LUMO energy is -1.9 eV.

Here are the Löwdin charges for atoms 1 to 6, given in e: N 0.24; C -0.13; C -0.23; N 0.16; F 0.06; N -0.35